Entry 1:
Entry from the Open Molecules 2025 dataset: the molecule C17H25F3N4O3 (ωB97M-V/def2-TZVPD).

The geometry in XYZ format:
```
52
Properties=species:S:1:pos:R:3:nbo_charge:R:1
C 3.8718 -0.2284 -0.8438 -0.61
C 3.9861 1.2071 -1.3384 -0.40
C 2.8327 1.6123 -2.2503 -0.22
N 1.5489 1.5808 -1.5625 -0.65
C 0.6537 0.5807 -1.7735 0.68
O 0.9124 -0.4278 -2.4136 -0.64
C -0.6949 0.6894 -1.0519 -0.20
C -1.3385 2.0395 -0.9416 0.14
N -0.6876 3.1932 -0.9475 -0.31
N -1.6346 4.1271 -0.8035 -0.33
C -2.8732 3.5932 -0.6985 -0.05
C -2.7331 2.2313 -0.7780 -0.10
C -3.7766 1.1648 -0.7094 -0.63
N -0.6460 0.0481 0.2918 -0.42
C 0.2559 0.7849 1.1855 -0.23
C 0.2198 0.2501 2.6003 -0.40
C 0.6896 -1.1961 2.5609 -0.31
C 0.7283 -1.8156 3.9376 0.99
F -0.4828 -1.8364 4.5291 -0.33
F 1.1698 -3.0891 3.9026 -0.33
F 1.5540 -1.1378 4.7607 -0.33
C -0.2260 -1.9878 1.6400 -0.39
C -0.3304 -1.3829 0.2253 -0.15
C -1.4209 -2.1752 -0.5052 0.82
O -2.2483 -1.7473 -1.2638 -0.60
O -1.2777 -3.4872 -0.2753 -0.51
C -2.1689 -4.3321 -1.0126 -0.26
H 4.7076 -0.4915 -0.1945 0.21
H 2.9485 -0.3663 -0.2763 0.19
H 3.8462 -0.9307 -1.6780 0.21
H 4.0186 1.8920 -0.4855 0.19
H 4.9216 1.3456 -1.8868 0.20
H 2.9923 2.6256 -2.6233 0.20
H 2.7756 0.9368 -3.1051 0.22
H 1.1353 2.4652 -1.2863 0.43
H -1.3653 0.0726 -1.6407 0.28
H -1.3713 5.0948 -0.8048 0.41
H -3.7476 4.2114 -0.5810 0.22
H -4.7680 1.5915 -0.5613 0.21
H -3.7924 0.5685 -1.6225 0.23
H -3.5645 0.4772 0.1098 0.23
H 1.2898 0.7489 0.8126 0.18
H -0.0512 1.8305 1.1675 0.22
H 0.8681 0.8542 3.2364 0.22
H -0.7948 0.2987 3.0020 0.22
H 1.7224 -1.2371 2.1983 0.23
H 0.1099 -3.0176 1.5533 0.24
H -1.2255 -2.0059 2.0835 0.22
H 0.6066 -1.5799 -0.3177 0.22
H -1.9094 -5.3480 -0.7326 0.20
H -3.2025 -4.1149 -0.7498 0.19
H -2.0335 -4.1802 -2.0817 0.20
```

The value obtained for the HOMO energy is -8.727 eV. Its SMILES is CCCNC(=O)[C@H](c1n[nH]cc1C)N1CC[C@@H](C(F)(F)F)C[C@H]1C(=O)OC. The charge is 0. Its spin multiplicity is 1. As for the LUMO energy: 0.727 eV. The electronic energy comes out at -1407.19558 hartree.

=====

Entry 2:
Entry from the Open Molecules 2025 dataset: a structure of composition C27H32N6O2PbSTe at a distorted geometry (ωB97M-V/def2-TZVPD).

The geometry in XYZ format:
```
70
Properties=species:S:1:pos:R:3:nbo_charge:R:1
Pb 12.1219 17.0920 11.6337 1.15
N 15.0578 17.8895 11.8767 -0.65
N 15.2218 19.2760 11.9264 -0.41
C 14.1335 20.0705 11.9232 0.65
N 14.3279 21.3729 11.9971 -0.74
N 12.9278 19.4933 11.8680 -0.50
N 11.7639 20.1381 11.7433 0.61
O 10.7205 19.4105 11.5320 -0.42
O 11.6382 21.3749 11.8210 -0.36
H 15.4387 17.4191 12.7012 0.39
H 15.4555 17.4955 11.0152 0.39
H 16.1600 19.6986 11.9981 0.41
H 15.2441 21.7819 12.1308 0.43
H 13.4766 21.9431 12.0199 0.46
C 6.8701 15.8901 6.9315 -0.60
C 7.6155 17.1232 7.4591 -0.09
C 9.0755 17.1455 6.9601 -0.61
C 6.9000 18.4122 7.0306 -0.61
C 7.5960 17.0556 9.0008 0.05
C 6.3765 17.2089 9.7070 -0.18
C 6.3037 17.2220 11.1096 -0.20
C 7.4527 17.0355 11.8340 -0.23
S 7.6716 17.1028 13.5837 0.47
C 9.3987 16.8951 13.3283 0.09
N 9.7434 16.7492 12.0360 -0.58
C 8.6619 16.8215 11.1634 0.19
C 8.7506 16.8304 9.7549 -0.27
C 10.4314 16.9516 14.3418 -0.07
C 10.1124 17.1105 15.7102 -0.18
C 11.1113 17.1453 16.6726 -0.19
C 12.4195 17.0119 16.2584 -0.19
C 12.7521 16.8959 14.9149 -0.25
C 11.7784 16.9221 13.9289 -0.39
H 6.8712 15.8392 5.8229 0.23
H 5.8124 15.8622 7.2487 0.22
H 7.3624 14.9780 7.3025 0.21
H 9.1245 17.1836 5.8665 0.23
H 9.6244 16.2615 7.3253 0.20
H 9.5815 18.0519 7.3312 0.21
H 6.8920 18.5602 5.9458 0.23
H 7.3717 19.3136 7.4598 0.22
H 5.8335 18.4456 7.3731 0.21
H 5.4711 17.3895 9.1284 0.23
H 5.3225 17.4045 11.5772 0.24
H 9.7251 16.7831 9.2776 0.22
H 9.0573 17.1744 15.9940 0.23
H 10.8389 17.2841 17.7254 0.25
H 13.2453 16.9998 16.9977 0.24
H 13.8317 16.8016 14.6715 0.20
C 12.1648 7.6239 11.9328 -0.66
C 12.1746 9.1356 11.9079 0.14
C 11.6860 9.8257 10.7943 -0.25
C 11.6730 11.2354 10.7681 0.12
C 11.1013 12.0657 9.6187 -0.67
C 12.1325 11.9301 11.9326 -0.24
Te 12.2492 14.1357 11.8754 0.64
C 12.5846 11.2624 13.0825 -0.01
C 13.0289 12.0023 14.3449 -0.64
C 12.5932 9.8540 13.0401 -0.21
H 11.7825 7.2009 11.0012 0.24
H 11.5235 7.2597 12.7581 0.26
H 13.1895 7.2196 12.0801 0.26
H 11.2960 9.2377 9.9609 0.24
H 10.6804 11.4613 8.7998 0.26
H 11.8701 12.7614 9.2174 0.23
H 10.3140 12.7415 9.9934 0.23
H 13.2119 13.0632 14.1249 0.20
H 13.9326 11.5536 14.7813 0.25
H 12.2372 11.9967 15.1145 0.25
H 12.9591 9.3026 13.9243 0.24
```

The value obtained for the HOMO energy (spin up / spin down) is -12.932 / -12.939 eV. The charge is +2. Its spin multiplicity is 1. As for the LUMO energy (spin up / spin down): -8.509 / -8.984 eV. The electronic energy comes out at -2385.43457 hartree.

=====

What are the energy above the lowest of the compared OMol25 structures with the same formula, charge and spin values for these records? In order: 0.219; 0.000 eV.